19
Properties=species:S:1:pos:R:3:forces:R:3:lowdin_charge:R:1 method="wB97M-V/def2-TZVPD" homo_ha=-0.2848 smiles="N/C=C/CCCN" orbital_gap_ha=0.3277 charge=0 lumo_energy_ha=0.0430
N 3.229644 -0.332258 0.632441 -0.2 0.5 -0.6 0.030
C 2.139441 -0.323970 -0.238347 0.5 -0.4 0.4 -0.227
C 1.036272 0.395572 -0.095259 -0.1 0.2 -0.5 -0.145
C -0.045636 0.405283 -1.137604 -0.1 0.0 0.0 -0.230
C -1.261408 -0.503015 -0.805519 0.8 0.3 -1.0 -0.213
C -1.759251 -0.401910 0.617434 -0.4 0.1 -0.1 -0.304
N -1.905575 1.007951 1.007093 -0.2 -0.1 0.0 -0.005
H 3.260451 0.398865 1.317221 0.1 -0.3 0.3 0.075
H 3.737697 -1.179530 0.781917 0.1 0.0 0.1 0.069
H 2.278533 -0.949013 -1.112683 -0.1 -0.2 0.0 0.111
H 0.931340 1.070851 0.742414 -0.1 -0.1 0.2 0.098
H 0.365439 0.113644 -2.108414 0.0 -0.3 0.1 0.101
H -0.370703 1.421310 -1.322825 -0.2 0.4 0.2 0.092
H -2.046027 -0.282555 -1.541325 -0.1 0.1 0.3 0.104
H -0.929208 -1.507120 -1.067001 -0.2 -0.3 0.4 0.103
H -1.063782 -0.876899 1.304600 0.2 0.0 0.0 0.104
H -2.711859 -0.943983 0.682963 0.1 -0.1 0.1 0.101
H -2.598048 1.434614 0.396493 0.1 0.1 0.1 0.070
H -2.287318 1.052155 1.946405 0.0 0.1 -0.1 0.064